Record 1
Formula: C46H72F27N6O18P2
Source: OMol25
Level of theory: wB97M-V/def2-TZVPD

ORCA input file:
```
! wB97M-V def2-TZVPD RIJCOSX def2/J DEFGRID3
* xyz 1 1
C -0.09 7.24 1.04
C -1.21 6.23 0.91
O -1.32 5.40 2.08
P -0.59 4.00 1.98
O 0.71 4.08 1.29
C -1.72 2.89 1.09
C -1.20 2.55 -0.33
C -0.43 1.23 -0.36
N 1.03 1.43 -0.19
C 1.64 0.25 0.08
N 2.84 0.22 0.57
C 3.56 -0.99 0.93
C 4.54 -1.51 -0.21
N 4.10 -0.99 -1.48
N 5.90 -1.02 0.00
N 4.55 -2.96 -0.19
N 1.02 -0.97 -0.11
C 0.09 -1.05 -1.26
C -0.80 -2.27 -1.15
C -1.63 -2.32 0.15
P -0.93 -3.60 1.22
O 0.54 -3.48 1.16
O -1.41 -4.99 0.67
C -0.59 -6.11 1.09
C -1.29 -7.41 0.71
O -1.50 -3.50 2.71
C -1.60 -2.20 3.30
C -0.26 -1.49 3.52
C -0.74 0.25 -1.47
C -0.68 0.71 -2.92
F -1.39 -0.23 -3.63
F -1.33 1.88 -3.14
C 0.73 0.78 -3.63
F 1.76 0.85 -2.76
F 0.89 -0.37 -4.33
C 0.91 1.93 -4.65
F -0.06 1.91 -5.60
F 2.09 1.64 -5.29
C 1.07 3.37 -4.02
F 0.29 4.24 -4.69
F 2.36 3.78 -4.13
F 0.76 3.37 -2.70
O -0.44 3.58 3.50
C -0.09 2.22 3.78
C 1.40 1.95 3.69
H 0.70 7.00 0.34
H -0.42 8.26 0.86
H 0.33 7.19 2.03
H -2.15 6.76 0.83
H -1.11 5.66 0.00
H -2.66 3.41 0.99
H -1.94 2.00 1.66
H -0.56 3.35 -0.69
H -2.07 2.47 -0.97
H -0.74 0.72 0.55
H 1.21 2.12 0.54
H 3.31 1.10 0.72
H 2.89 -1.79 1.22
H 4.15 -0.75 1.81
H 4.89 -1.08 -2.11
H 3.36 -1.56 -1.86
H 6.20 -1.34 0.91
H 5.82 -0.01 0.10
H 4.54 -3.33 0.75
H 3.76 -3.34 -0.68
H 0.60 -1.25 0.77
H 0.72 -1.24 -2.11
H -0.19 -3.15 -1.29
H -1.49 -2.23 -1.99
H -1.49 -1.41 0.73
H -2.68 -2.46 -0.04
H -0.43 -6.06 2.14
H 0.38 -6.10 0.60
H -1.47 -7.40 -0.36
H -2.21 -7.47 1.26
H -0.63 -8.23 0.92
H -2.30 -1.59 2.75
H -2.06 -2.37 4.26
H 0.59 -2.09 3.22
H -0.27 -0.54 2.99
H -0.13 -1.26 4.57
H -1.78 -0.02 -1.31
H -0.63 1.51 3.17
H -0.39 2.04 4.80
H 1.92 2.32 4.57
H 1.54 0.87 3.70
H 1.87 2.40 2.82
C 3.80 2.52 -8.23
C 4.97 2.49 -7.28
O 5.88 1.41 -7.61
C 6.77 1.65 -8.58
O 6.88 2.66 -9.20
C 7.71 0.43 -8.72
F 7.03 -0.71 -8.72
F 8.56 0.40 -7.68
F 8.41 0.50 -9.83
H 3.30 1.55 -8.25
H 3.08 3.27 -7.93
H 4.12 2.74 -9.25
H 4.64 2.29 -6.26
H 5.50 3.44 -7.26
C -2.84 -10.42 5.85
C -1.65 -11.04 5.15
O -0.92 -10.05 4.39
C -0.05 -9.33 5.07
O 0.19 -9.39 6.23
C 0.67 -8.37 4.11
F -0.19 -7.78 3.26
F 1.57 -9.02 3.38
F 1.30 -7.41 4.77
H -3.48 -9.90 5.14
H -3.42 -11.19 6.35
H -2.51 -9.70 6.60
H -1.98 -11.78 4.42
H -0.98 -11.54 5.85
C -8.95 -1.63 2.07
C -7.66 -1.62 2.86
O -6.78 -2.68 2.44
C -6.04 -2.45 1.38
O -6.01 -1.45 0.72
C -5.15 -3.67 1.10
F -5.80 -4.81 1.20
F -4.12 -3.68 1.97
F -4.63 -3.60 -0.13
H -9.42 -2.61 2.13
H -9.63 -0.88 2.45
H -8.76 -1.43 1.01
H -7.86 -1.80 3.91
H -7.15 -0.66 2.79
C -13.91 1.71 3.51
C -14.78 0.50 3.24
O -14.24 -0.30 2.16
C -13.28 -1.14 2.49
O -12.81 -1.31 3.57
C -12.86 -1.94 1.25
F -12.71 -1.15 0.18
F -13.77 -2.87 0.95
F -11.70 -2.56 1.46
H -13.77 2.29 2.60
H -14.37 2.34 4.26
H -12.92 1.41 3.86
H -15.77 0.81 2.90
H -14.91 -0.11 4.13
C 4.41 6.77 -1.54
C 4.37 6.12 -0.18
O 5.41 6.65 0.68
C 5.11 7.78 1.28
O 4.10 8.38 1.17
C 6.26 8.20 2.21
F 7.45 8.05 1.62
F 6.25 7.44 3.32
F 6.13 9.46 2.58
H 5.40 6.67 -1.99
H 3.68 6.31 -2.20
H 4.19 7.84 -1.47
H 4.57 5.06 -0.26
H 3.40 6.24 0.30
C 8.36 1.41 -4.89
C 8.96 2.59 -4.19
O 8.03 3.19 -3.28
C 7.93 2.63 -2.10
O 8.52 1.69 -1.68
C 6.92 3.43 -1.26
F 5.82 3.72 -1.97
F 7.47 4.57 -0.85
F 6.54 2.74 -0.19
H 7.42 1.69 -5.38
H 9.04 1.02 -5.63
H 8.13 0.61 -4.19
H 9.21 3.38 -4.91
H 9.88 2.33 -3.67
*
```

Kohn-Sham gap: 9.65 eV
Energy: -186617.581 eV

Results of the Löwdin charge analysis, in e, for atoms 1 through 6: -0.0549, -0.2553, -0.1829, 0.5007, -0.2571, -0.1603

***

Record 2
Formula: C28H80N6O9
Source: OMol25
Level of theory: wB97M-V/def2-TZVPD

ORCA input file:
```
! wB97M-V def2-TZVPD RIJCOSX def2/J DEFGRID3
* xyz 0 1
C -17.02 5.54 -0.15
O -15.79 6.01 0.38
H -17.11 5.83 -1.20
H -17.08 4.46 -0.02
H -17.85 5.96 0.43
H -15.42 6.63 -0.27
C -15.21 2.13 -0.27
O -14.05 2.88 -0.02
H -15.24 1.87 -1.32
H -15.24 1.21 0.33
H -16.13 2.69 -0.06
H -14.16 3.37 0.81
C -17.02 9.23 -1.08
C -15.56 9.05 -1.46
O -15.26 7.69 -1.73
H -17.22 10.22 -0.65
H -17.34 8.50 -0.33
H -17.68 9.12 -1.94
H -14.87 9.46 -0.73
H -15.38 9.64 -2.38
H -15.80 7.43 -2.49
C -8.59 5.81 2.30
C -9.24 5.31 1.04
C -10.62 5.92 0.84
O -11.10 5.53 -0.43
C -12.46 5.80 -0.68
N -8.34 5.58 -0.11
H -7.61 5.35 2.42
H -9.17 5.65 3.21
H -8.41 6.89 2.20
H -9.35 4.22 1.03
H -10.52 7.02 0.89
H -11.31 5.55 1.61
H -13.00 5.98 0.25
H -12.91 4.98 -1.23
H -12.57 6.69 -1.31
H -8.85 5.26 -0.93
H -8.33 6.59 -0.26
C -18.08 8.76 3.57
C -16.66 8.21 3.58
C -16.02 8.33 4.94
O -15.84 9.63 5.44
C -15.23 10.57 4.58
N -16.61 6.82 3.14
H -18.73 8.23 4.27
H -18.51 8.67 2.57
H -18.17 9.81 3.87
H -16.13 8.79 2.82
H -15.09 7.75 4.92
H -16.66 7.85 5.69
H -15.27 11.54 5.10
H -15.74 10.66 3.62
H -14.16 10.38 4.42
H -16.49 6.78 2.13
H -17.35 6.21 3.43
C -20.57 8.24 -5.60
C -21.35 8.29 -4.29
C -21.40 6.99 -3.56
O -20.11 6.65 -3.07
C -20.11 5.36 -2.49
N -20.91 9.34 -3.36
H -20.46 9.25 -6.00
H -21.06 7.63 -6.37
H -19.57 7.87 -5.40
H -22.40 8.53 -4.49
H -21.78 6.18 -4.20
H -22.07 7.12 -2.70
H -20.97 5.20 -1.84
H -19.22 5.27 -1.87
H -20.05 4.56 -3.24
H -19.97 9.10 -3.04
H -20.74 10.21 -3.86
C -19.45 2.84 -0.23
C -20.62 2.15 0.49
C -20.34 0.66 0.60
O -20.28 0.13 -0.70
C -20.03 -1.26 -0.70
N -20.83 2.66 1.85
H -18.46 2.45 0.01
H -19.50 3.92 -0.10
H -19.62 2.72 -1.31
H -21.54 2.21 -0.09
H -21.12 0.19 1.22
H -19.37 0.47 1.10
H -20.11 -1.60 -1.73
H -20.76 -1.77 -0.06
H -19.01 -1.49 -0.35
H -21.15 3.62 1.82
H -19.97 2.59 2.39
C -15.34 7.86 -5.41
C -16.76 7.39 -5.23
C -17.15 6.35 -6.27
O -16.77 6.77 -7.56
C -17.27 5.92 -8.57
N -16.89 6.82 -3.88
H -15.17 8.29 -6.39
H -14.66 6.99 -5.37
H -15.06 8.55 -4.62
H -17.42 8.25 -5.28
H -18.24 6.19 -6.22
H -16.67 5.39 -6.01
H -17.10 6.42 -9.52
H -18.36 5.81 -8.49
H -16.81 4.93 -8.52
H -17.84 6.46 -3.78
H -16.25 6.04 -3.80
C -12.37 4.57 4.10
C -13.20 3.81 3.07
C -13.20 2.32 3.36
O -11.88 1.76 3.42
C -11.18 1.82 2.20
N -14.61 4.23 3.03
H -11.31 4.66 3.85
H -12.39 4.07 5.07
H -12.73 5.60 4.23
H -12.75 3.98 2.09
H -13.76 1.76 2.61
H -13.58 2.17 4.37
H -11.86 1.65 1.35
H -10.34 1.14 2.26
H -10.79 2.84 2.01
H -14.68 5.04 2.41
H -14.88 4.64 3.92
*
```

Kohn-Sham gap: 9.37 eV
Energy: -57697.871 eV
SMILES: COC[C@H](C)N.COC[C@H](C)N.COC[C@H](C)N.COC[C@H](C)N.COC[C@H](C)N.COC[C@H](C)N.CCO.CO.CO

Results of the Löwdin charge analysis, in e, for atoms 1 through 6: -0.1423, -0.1587, 0.0648, 0.0452, 0.0795, 0.0361